Arrangement w

{"formula": "C4H8O3S", "method": "the ωB97M-V functional and the def2-TZVPD basis", "symbols": ["O", "C", "H", "C", "H", "H", "S", "H", "C", "O", "H", "H", "H", "H", "C", "O"], "positions_angstrom": [[0.3133, 1.7823, 1.0833], [1.6108, -0.3248, 0.2130], [2.1990, -0.2040, 1.2024], [-0.4825, -0.0472, -0.7247], [-2.2361, 0.8516, 0.5219], [0.8695, 1.4898, -0.9622], [-2.2821, 0.1407, -0.4920], [-0.3879, 0.1252, -1.7722], [0.5991, 0.8951, -0.0683], [2.5442, -0.1050, -0.9807], [3.0497, 0.6415, -0.5795], [-1.1900, -2.0004, 1.1903], [0.2232, 1.2432, 1.8486], [0.4684, -2.3789, -0.4561], [0.4226, -1.1871, -0.0711], [-0.2801, -1.4317, 1.2456]], "mulliken_charge": [-0.579, -0.141, 0.282, -0.440, 0.124, 0.420, -0.192, 0.356, 0.000, -0.541, 0.343, 0.335, 0.368, 0.264, -0.038, -0.563], "homo_lumo_gap_ev": 9.8447, "smiles": "O[C@@H]1[C@@H](O)[C@@H](S)[C@H]1O", "e_homo_ev": -9.326}

***

Arrangement x

{"formula": "C4H8O3S", "method": "the ωB97M-V functional and the def2-TZVPD basis", "symbols": ["H", "S", "H", "C", "H", "C", "H", "O", "C", "H", "C", "H", "O", "H", "O", "H"], "positions_angstrom": [[-0.7698, 1.2588, -1.8267], [-1.4973, -0.3373, -0.1498], [1.5696, 0.9797, -1.0999], [1.1500, -0.3299, 0.3592], [1.0837, 1.9300, 0.3514], [-0.5743, 1.1313, -0.7057], [0.7252, -1.8241, -0.9343], [1.4777, -1.3894, -0.5054], [-0.1816, -0.7632, 1.1094], [-0.3107, -0.0471, 1.8975], [0.9264, 1.0319, -0.2504], [-0.2449, -1.7818, 1.5181], [-2.7799, -0.1755, 0.4967], [1.9350, -0.3117, 1.1073], [-1.4247, -1.2609, -1.2947], [-1.0844, 1.8892, -0.0727]], "mulliken_charge": [0.348, 1.087, 0.331, 0.046, 0.327, -0.594, 0.391, -0.549, -0.953, 0.377, -0.629, 0.381, -0.641, 0.413, -0.648, 0.312], "homo_lumo_gap_ev": 11.0366, "smiles": "O=S1(=O)CC[C@H](O)C1", "e_homo_ev": -10.426}

***

Stability comparison, relative energies in eV: arrangement w 2.624; arrangement x 0.000

***

Arrangement w

{"formula": "C27H24BrN4O5Sn", "method": "the ωB97M-V functional and the def2-TZVPD basis", "symbols": ["C", "C", "C", "C", "N", "C", "C", "H", "C", "C", "H", "C", "H", "H", "H", "C", "Br", "H", "C", "H", "C", "C", "H", "H", "H", "C", "H", "N", "H", "O", "H", "O", "C", "C", "H", "C", "H", "O", "H", "C", "C", "C", "C", "C", "H", "H", "O", "H", "H", "H", "C", "O", "C", "H", "C", "H", "N", "N", "Sn", "H", "C", "C"], "positions_angstrom": [[3.1531, -0.8984, 0.7925], [-3.8981, -1.3816, -1.3790], [6.5734, -2.4064, 0.3187], [-3.9734, -3.4267, 0.0710], [-1.4544, -1.7121, 2.2049], [-0.4234, 2.5392, -0.1805], [0.5392, 3.6813, -2.0826], [-0.4040, 4.6679, -0.4666], [5.2619, -2.2690, 0.7385], [-2.0542, -2.2917, 1.1736], [-4.9535, -3.2094, 2.6176], [0.9304, 2.4539, -2.6437], [-3.9368, -1.5925, -3.5305], [0.5842, 1.1392, 4.1707], [-1.3989, 4.6616, 1.5402], [5.2293, -0.1531, -0.3850], [7.5758, -3.9317, 0.7988], [1.2230, 0.6593, -4.6146], [-3.5249, 0.7385, -0.6408], [4.7771, -3.0326, 1.3306], [-3.8193, -0.9193, -2.6932], [1.4241, 0.5607, 3.8067], [-4.5897, -3.3540, -1.9261], [2.4950, 1.6508, -5.3610], [-3.4197, 1.4073, 0.2060], [-3.3245, -2.1898, 3.5745], [2.2533, 1.1613, 3.4474], [-3.4092, 1.2651, -1.8505], [0.7981, 4.5904, -2.6055], [2.5315, -1.8401, 1.3395], [-4.2908, -4.4579, 0.1713], [-0.3827, 0.1360, -0.1999], [-3.5588, 0.4306, -2.8716], [-3.9631, -2.7919, 2.4977], [0.8921, 0.3094, -2.3770], [7.1428, -1.4073, -0.4636], [1.7116, -0.2787, 4.4274], [1.6112, 2.5324, -3.7917], [-2.3363, 3.5240, 2.5067], [4.5749, -1.1190, 0.3762], [-4.1680, -2.8018, -1.0958], [0.6249, 1.2779, -1.9780], [2.0546, 1.3397, -4.4181], [-0.1367, 3.7100, -0.8903], [-1.4956, -2.3223, 0.2461], [-3.7965, -2.1466, 4.5446], [2.6418, 0.2244, 0.5728], [-3.4714, 0.8661, -3.8603], [2.8078, 0.8307, -3.8119], [8.1628, -1.4835, -0.8199], [-1.9272, 3.7082, 1.5160], [-0.7450, 1.7232, 1.9992], [-2.0744, -1.6405, 3.3855], [-2.7352, 3.7873, 0.7889], [-3.3354, -2.8309, 1.2585], [-1.5423, -1.1385, 4.1830], [6.4737, -0.3151, -0.7982], [-3.7621, -0.5285, -0.3595], [0.5833, -0.3451, 1.7453], [4.7243, 0.7648, -0.6562], [-1.0003, 2.5865, 1.1476], [-0.0494, 1.2879, -0.7464]], "mulliken_charge": [1.122, 0.984, -0.084, -0.911, -0.195, 0.680, -0.935, 0.342, -0.260, -0.078, 0.511, 0.885, 0.416, 0.349, 0.443, -0.383, -0.153, 0.307, -0.404, 0.545, -0.686, -1.020, 0.384, 0.262, 0.580, -0.818, 0.386, -0.457, 0.487, -0.808, 0.465, -0.979, -0.261, -0.309, 0.402, -0.140, 0.383, -0.457, 0.361, 0.214, -0.714, -0.010, -0.742, -0.841, 0.574, 0.422, -0.735, 0.447, 0.291, 0.399, -1.583, -0.362, -0.237, 0.426, 0.339, 0.445, -0.586, -0.309, 1.275, 0.529, 0.377, 0.427], "homo_lumo_gap_ev": 6.0236, "e_homo_ev": -11.007, "total_charge": 1}

***

Arrangement x

{"formula": "C27H24BrN4O5Sn", "method": "the ωB97M-V functional and the def2-TZVPD basis", "symbols": ["N", "H", "H", "C", "H", "C", "H", "C", "C", "H", "O", "C", "C", "C", "C", "H", "C", "H", "H", "Sn", "H", "C", "C", "C", "C", "H", "O", "C", "N", "H", "H", "C", "C", "H", "H", "C", "C", "H", "C", "H", "O", "H", "C", "H", "H", "H", "O", "Br", "C", "C", "C", "H", "H", "C", "H", "C", "H", "N", "C", "N", "O", "C"], "positions_angstrom": [[2.0127, -0.4385, -1.3103], [3.5821, -2.9906, 0.4555], [-0.5249, -2.3903, 5.8588], [2.5932, 2.5821, 0.3434], [3.1071, 5.7231, -1.7166], [1.5599, 3.2416, -0.3108], [-1.8091, 0.9104, -5.0075], [-1.4613, -2.1215, 3.0886], [-2.6279, -2.4034, 0.9790], [4.0282, -0.3293, -0.8940], [-4.8599, -3.3084, 1.0404], [-2.2693, 2.3058, -0.8466], [-1.1560, 0.9296, -4.1423], [-1.8683, 1.1472, -2.8676], [1.2092, 0.6012, -3.3120], [0.4472, -0.9298, 5.6611], [3.8825, 3.0912, 0.2661], [0.0398, -0.5017, -1.8647], [0.5528, 2.8507, -0.2491], [1.4980, -1.2067, 1.1313], [4.5529, 1.0451, -2.9042], [-3.7258, -2.9335, 1.6374], [-1.4952, -1.9748, 1.6819], [2.3191, 1.2657, 0.9793], [3.2394, -2.8245, 1.4691], [2.7145, 1.5862, -4.4875], [3.2402, 0.4523, 1.1933], [-1.4841, 2.1457, -1.9765], [1.7627, 4.3341, -1.0330], [-4.9667, -1.9361, -0.5151], [0.5176, 0.7226, -5.3413], [-0.4447, -1.4469, 5.3157], [-3.6475, 0.6524, -1.5415], [-4.5423, 0.0625, -1.3826], [3.9364, -2.3096, 2.1184], [-2.5843, -2.6886, 3.7291], [4.0799, 4.2345, -0.4819], [-4.5309, -3.5526, 3.5253], [-5.0334, -3.0110, -0.3386], [-4.2997, -3.5303, -0.9580], [0.8052, -1.5377, 3.3199], [-2.6245, -2.2317, -0.0881], [0.1521, 0.7816, -4.3213], [-0.6329, 2.7780, -2.1905], [4.6900, 2.5875, 0.7800], [-2.0508, 3.0601, -0.0985], [-0.5776, -1.3338, 0.9675], [5.8047, 4.9702, -0.6694], [3.2565, -0.0367, -1.5902], [2.9934, 4.8268, -1.1193], [-0.3184, -1.6985, 3.8417], [-6.0277, -3.3643, -0.5918], [2.7090, -3.6542, 1.9189], [1.0152, -0.1175, -2.1381], [-1.3252, -0.8468, 5.5370], [-3.6808, -3.0996, 3.0353], [-2.5767, -2.8162, 4.8027], [-3.3450, 1.5599, -0.6227], [3.5396, 0.7258, -2.7071], [-2.9586, 0.4125, -2.6490], [1.0993, 0.9460, 1.1706], [2.5090, 1.0327, -3.5797]], "mulliken_charge": [-0.091, 0.373, 0.400, 0.511, 0.427, -0.405, 0.393, 0.173, -0.207, 0.481, -0.441, -0.374, -0.520, 0.176, 0.466, 0.379, -0.373, 0.729, 0.588, 1.592, 0.499, 0.806, 0.274, 0.743, -1.018, 0.532, -0.705, -0.117, -0.561, 0.082, 0.444, -1.650, -0.384, 0.556, 0.359, -0.761, -0.055, 0.471, -0.478, 0.339, -0.620, 0.321, -0.645, 0.656, 0.590, 0.533, -0.759, -0.137, -0.153, -0.243, 1.024, 0.283, 0.395, -0.584, 0.443, -1.030, 0.410, -0.583, -0.894, -0.583, -0.631, -0.446], "homo_lumo_gap_ev": 6.9901, "e_homo_ev": -11.256, "total_charge": 1}

***

Stability comparison, relative energies in eV: arrangement w 0.662; arrangement x 0.000

***

Arrangement w

{"formula": "C10H12N2O", "method": "the ωB97M-V functional and the def2-TZVPD basis", "symbols": ["C", "C", "C", "N", "H", "C", "H", "N", "C", "C", "H", "H", "H", "C", "H", "H", "C", "H", "H", "O", "H", "C", "C", "H", "H"], "positions_angstrom": [[1.4584, 0.9750, -0.6988], [-2.6666, 1.7011, 0.6523], [-1.7232, 0.9242, 1.2383], [-1.2234, 0.1140, 0.2943], [0.4932, 1.2993, -1.0228], [-1.7970, 0.2907, -0.9374], [-3.2308, 2.3288, 1.3385], [1.3119, 0.0401, 0.2624], [-2.7958, 1.2508, -0.7536], [3.4351, 0.4312, 0.1794], [-0.1966, -0.8904, 1.7079], [-1.6719, 0.6607, 2.2485], [-0.0295, -1.9045, -1.3551], [2.4801, -0.3441, 0.7497], [2.7388, -1.2834, 1.1411], [-1.4107, -0.2488, -1.7374], [-0.1386, -2.0603, -0.2192], [3.4075, 1.7875, -1.4521], [4.4087, 0.2820, 0.6123], [-1.2587, -2.8102, -0.0334], [-3.1217, 1.8501, -1.5567], [-0.1870, -0.7235, 0.5688], [2.8295, 1.3806, -0.6684], [-1.8721, -2.5729, -0.7136], [0.7604, -2.4780, 0.1549]], "mulliken_charge": [-0.093, -0.366, -0.270, 0.222, 0.336, -0.226, 0.373, 0.156, -0.945, -0.373, 0.358, 0.294, 0.310, -0.280, 0.373, 0.569, -0.859, 0.339, 0.400, -0.559, 0.352, 0.032, -0.991, 0.392, 0.458], "homo_lumo_gap_ev": 8.7127, "smiles": "OCC(n1cccc1)n1cccc1", "e_homo_ev": -8.094}

***

Arrangement x

{"formula": "C10H12N2O", "method": "the ωB97M-V functional and the def2-TZVPD basis", "symbols": ["N", "H", "H", "H", "C", "C", "N", "H", "C", "H", "H", "H", "C", "H", "H", "C", "C", "C", "C", "C", "H", "O", "H", "H", "C"], "positions_angstrom": [[0.6793, 1.0867, 0.1866], [-3.2057, -2.5632, 0.8812], [1.1970, -2.6909, -0.6015], [2.8205, -0.0210, -0.6637], [0.7302, -0.1250, -0.2218], [-3.7180, 0.3058, -0.5666], [-0.5105, 1.7579, 0.1875], [-3.2293, 2.4059, -0.7210], [-1.8190, -0.3677, 0.4667], [1.7589, 2.5660, 1.3786], [2.6831, 1.3023, 0.5092], [-0.7013, 2.6915, -0.1738], [-2.9107, 1.3869, -0.3141], [3.7072, -1.5891, 0.8675], [1.9694, 2.5742, -0.5466], [-3.0422, -0.8613, -0.0266], [1.8392, 1.9306, 0.3825], [2.0855, -0.6834, -0.2943], [-1.6217, 0.9313, 0.0141], [2.6522, -1.7698, 0.6259], [2.8390, -2.6633, -1.2960], [-3.5677, -2.1314, -0.0021], [-4.7957, 0.4304, -0.8734], [1.9576, -1.7812, 1.4866], [2.2024, -2.1223, -0.6851]], "mulliken_charge": [0.543, 0.374, 0.226, 0.636, -0.464, -0.527, -0.589, 0.238, -0.614, 0.272, 0.495, 0.304, -0.820, 0.229, 0.311, 0.546, -1.058, -0.147, 0.873, -0.451, 0.374, -0.544, 0.339, 0.265, -0.811], "homo_lumo_gap_ev": [7.0888, 6.4914], "e_homo_ev": [-6.963, -6.931]}

***

Stability comparison, relative energies in eV: arrangement w 0.000; arrangement x 6.524

***

Arrangement w

{"formula": "C6H4O2", "method": "the ωB97M-V functional and the def2-TZVPD basis", "symbols": ["H", "C", "C", "C", "C", "C", "H", "O", "O", "H", "C", "H"], "positions_angstrom": [[-3.2862, -0.2694, -0.8287], [-0.1647, 0.5847, 0.3245], [3.3593, 0.0569, -0.4489], [-1.4908, 0.5591, -0.2408], [0.6872, -0.5605, 0.3338], [-2.2429, -0.5597, -0.4272], [4.4486, 0.6334, -0.3995], [0.1906, 1.5947, 0.9720], [0.3534, -1.4467, 1.0513], [-1.9277, 1.6088, -0.3690], [2.1645, -0.2874, -0.1967], [-2.0913, -1.9138, 0.2291]], "mulliken_charge": [0.266, 0.696, -0.091, -0.320, 0.438, -0.500, 0.313, -0.525, -0.391, 0.314, -0.448, 0.247], "homo_lumo_gap_ev": 9.5057, "e_homo_ev": -10.239}

***

Arrangement x

{"formula": "C6H4O2", "method": "the ωB97M-V functional and the def2-TZVPD basis", "symbols": ["C", "C", "C", "C", "H", "C", "H", "H", "O", "H", "O", "C"], "positions_angstrom": [[0.3316, -0.6978, -0.0973], [-3.2514, -0.3293, 0.1753], [1.5580, 0.0224, 0.0159], [-0.6316, 0.2910, -0.1981], [0.1597, -1.7878, -0.1290], [1.2372, 1.3751, 0.0925], [1.6637, 2.3918, 0.1555], [2.7237, -1.5675, 0.0900], [-0.1554, 1.5137, -0.0924], [-4.2599, -0.7173, 0.2207], [2.7743, -0.5878, -0.0219], [-2.1499, 0.0935, -0.2112]], "mulliken_charge": [-0.326, -0.203, 0.984, 0.277, 0.315, -0.744, 0.374, 0.317, -0.320, 0.395, -0.543, -0.528], "homo_lumo_gap_ev": 9.1255, "smiles": "C#Cc1cc(O)co1", "e_homo_ev": -8.468}

***

Arrangement y

{"formula": "C6H4O2", "method": "the ωB97M-V functional and the def2-TZVPD basis", "symbols": ["C", "C", "O", "H", "H", "C", "H", "H", "C", "O", "C", "C"], "positions_angstrom": [[-2.6269, -0.5234, -0.7361], [-1.3808, 0.2138, -0.5483], [1.0504, 0.7927, 1.7568], [1.1006, -0.3764, 2.3757], [-4.4926, -1.9379, -1.0994], [-0.2069, 0.4538, -0.6043], [2.3804, 1.5898, 0.2501], [2.7989, -0.0075, 0.8058], [1.9144, 0.7013, 0.6560], [1.8630, -0.0192, -1.5927], [-3.6282, -1.2688, -0.7194], [1.2277, 0.3817, -0.5442]], "mulliken_charge": [-0.196, 0.374, -0.561, 0.393, 0.335, -0.078, 0.252, 0.303, -0.451, -0.571, -0.171, 0.371], "homo_lumo_gap_ev": 9.3875, "e_homo_ev": -9.935}

***

Stability comparison, relative energies in eV: arrangement w 3.255; arrangement x 0.000; arrangement y 3.629